No. 1
{"formula": "C16H30BCuF4O8S3", "method": "ωB97M-V with the def2-TZVPD basis set", "elements": ["Cu", "B", "F", "F", "F", "F", "C", "C", "C", "S", "O", "O", "C", "H", "H", "H", "H", "H", "H", "H", "H", "C", "C", "C", "S", "O", "O", "C", "H", "H", "H", "H", "H", "H", "H", "H", "C", "C", "C", "S", "O", "O", "C", "H", "H", "H", "H", "H", "H", "H", "H", "O", "C", "O", "C", "C", "C", "H", "H", "H", "H", "H", "H"], "coordinates": [[3.9811, -0.1268, -2.7917], [0.9657, -1.4588, -1.1446], [1.7179, -0.6637, -0.3975], [0.3368, -2.4512, -0.3634], [-0.0143, -0.7366, -1.8476], [1.7734, -2.1269, -2.0730], [-0.7834, 4.6163, -1.1819], [0.5642, 5.2576, -0.7276], [0.9237, 6.3358, -1.7109], [-0.1603, 6.0248, -3.2059], [0.6658, 5.9842, -4.4548], [-1.2428, 7.0229, -3.0851], [-0.7970, 4.4055, -2.6627], [-1.5711, 5.3535, -1.0264], [-1.0164, 3.6641, -0.7053], [1.4310, 4.6042, -0.8267], [0.6973, 5.7921, 0.2129], [1.9580, 6.3491, -2.0548], [0.6843, 7.3545, -1.4060], [-0.1116, 3.7039, -3.1381], [-1.6941, 4.2556, -3.2634], [-5.0602, -3.7722, -4.8879], [-3.6164, -3.3062, -5.1588], [-2.8518, -4.4511, -4.5265], [-3.7112, -5.9696, -5.1674], [-3.7497, -6.9034, -4.0410], [-3.1974, -6.3380, -6.4929], [-5.2724, -5.1987, -5.3402], [-5.7929, -3.1291, -5.3754], [-5.2569, -3.7477, -3.8161], [-3.3575, -2.3446, -4.7155], [-3.3895, -3.1541, -6.2140], [-2.9691, -4.4339, -3.4429], [-1.8070, -4.6573, -4.7588], [-6.0174, -5.8523, -4.8865], [-5.4790, -5.1802, -6.4102], [-0.3155, 2.0770, 4.2305], [-0.0973, 0.7659, 4.9062], [-1.2234, -0.1333, 4.4036], [-2.6784, 0.9859, 4.6386], [-2.8817, 1.0962, 6.0988], [-3.6828, 0.6353, 3.6157], [-1.8240, 2.4872, 4.1617], [0.0661, 1.8852, 3.2277], [0.2265, 2.9308, 4.6370], [-0.0084, 0.9512, 5.9767], [0.8224, 0.2995, 4.5529], [-1.3490, -1.1027, 4.8859], [-1.0971, -0.3525, 3.3433], [-2.1225, 3.2551, 4.8754], [-2.1615, 2.7551, 3.1605], [5.9090, -1.1289, 1.3486], [5.9775, -1.4681, 2.5034], [6.7662, -0.6890, 3.4265], [6.7272, -1.3456, 4.7485], [5.4970, -2.1710, 4.5814], [5.4935, -2.6556, 3.2228], [6.6364, -0.6513, 5.5839], [7.6990, -1.8280, 4.8526], [4.6053, -1.6812, 4.9725], [5.4743, -3.0928, 5.1627], [4.5517, -3.0780, 2.8725], [6.2099, -3.4676, 3.0988]], "forces_ev_per_a": [[-0.87, -0.65, 0.59], [-2.74, -2.10, -0.65], [2.01, 2.16, 1.51], [0.10, 0.26, 0.05], [0.08, 0.35, -0.15], [1.45, 0.00, -1.24], [-0.25, -0.19, 0.97], [1.01, 0.07, -0.76], [-0.53, 0.74, -2.10], [1.13, 2.16, -1.31], [-1.80, -0.30, 2.44], [1.10, -1.50, -0.40], [1.37, 0.94, -2.16], [-0.20, -0.20, 0.54], [0.01, 0.26, 0.40], [-0.44, -0.81, 0.41], [-0.95, -0.83, 0.56], [-0.08, -0.24, 0.01], [-0.28, -0.11, -0.03], [0.42, -0.27, 0.67], [-0.55, 0.22, 0.81], [-0.91, 0.99, 0.44], [0.13, -0.40, 0.09], [0.38, -1.12, -0.67], [1.64, -0.23, 0.96], [0.04, 0.26, -1.34], [-0.46, 0.26, 1.59], [-0.39, -0.15, -1.56], [-0.04, 0.05, 0.10], [0.11, 0.34, 0.11], [-0.30, -0.11, 0.39], [-0.16, -0.46, -0.18], [-0.08, -0.22, -0.06], [0.04, 0.51, -0.15], [0.00, 0.49, 0.41], [0.02, -0.20, -0.10], [-0.26, 1.47, -1.32], [0.37, -0.83, 0.51], [-0.57, 0.59, 0.66], [-0.03, -1.29, -0.25], [-0.41, -0.35, -2.07], [0.77, 0.60, 2.02], [0.39, -0.59, -0.07], [-0.25, 0.60, -0.34], [0.28, -0.29, 0.13], [-0.43, -0.73, 0.15], [0.27, 0.27, 0.20], [-0.23, 0.32, 0.37], [-0.16, 0.34, -0.13], [0.15, -0.10, 0.00], [0.11, -0.03, 0.09], [-0.16, -0.29, 1.17], [2.08, 2.03, -1.04], [-1.15, -0.79, -0.50], [0.22, 0.76, -1.14], [-0.64, -2.14, 3.80], [-0.79, -0.56, -1.86], [-0.02, 0.44, -0.45], [-0.24, -0.56, 0.05], [-0.05, 0.52, -0.71], [0.43, 0.10, 0.80], [-0.05, 0.44, -0.18], [0.34, 0.09, -0.07]], "molar_mass_da": 596.96, "homo_energy_ev": -9.9}

***

No. 2
{"formula": "C23H33N4O4", "method": "ωB97M-V with the def2-TZVPD basis set", "elements": ["C", "H", "H", "C", "C", "H", "N", "C", "C", "C", "H", "H", "H", "H", "H", "H", "H", "C", "H", "C", "H", "H", "C", "N", "C", "C", "C", "C", "C", "C", "N", "O", "O", "H", "C", "O", "N", "C", "C", "C", "C", "C", "C", "H", "H", "H", "O", "C", "H", "H", "H", "H", "H", "H", "H", "H", "H", "H", "H", "H", "H", "H", "H", "H"], "coordinates": [[-0.8733, -3.1294, 2.1429], [-0.9163, -3.6264, 3.0138], [0.2588, -2.6775, 1.9829], [-1.8564, -2.0093, 1.8733], [-1.6362, -1.4454, 0.4193], [-0.7545, -0.8378, 0.6717], [-2.7897, -0.4013, 0.3401], [-4.0006, -0.8958, -0.3745], [-4.2007, -0.9304, -1.8647], [-3.1536, -1.9584, -2.4831], [-3.2916, -2.7039, -2.0087], [-2.2754, -1.4479, -2.5560], [-3.4572, -2.1886, -3.6297], [-5.1527, -1.1800, -1.9323], [-4.0330, 0.0301, -2.3127], [-4.8795, -0.3949, 0.3147], [-3.9753, -2.0951, 0.1944], [-2.9412, 0.7057, 1.3029], [-1.8183, 1.1409, 1.5520], [-3.6467, 2.0701, 0.8345], [-4.2153, 1.8030, -0.2894], [-4.4586, 2.4492, 1.6172], [-2.6505, 3.2972, 0.5072], [-1.7292, 2.8120, -0.3395], [-0.3222, 2.9793, -0.6512], [0.4106, 3.7613, 0.4159], [1.7051, 3.6166, 0.4993], [2.5399, 3.0833, -0.2672], [1.8273, 1.9751, -0.9612], [0.5418, 1.8779, -1.0788], [0.0039, 0.9534, -1.9312], [-1.2819, 0.6535, -2.0438], [0.7695, 0.0792, -2.3759], [2.4684, 1.2093, -1.7023], [3.9612, 2.9912, -0.1508], [4.5740, 4.3432, -0.1602], [4.7233, 1.9040, -0.2498], [4.2167, 0.6203, 0.4291], [4.7829, -0.4202, -0.4861], [4.2371, -1.6422, -0.1997], [3.3832, -2.0724, 0.7533], [2.6062, -0.8534, 1.5122], [3.0927, 0.3230, 1.1070], [2.7218, 1.0413, 1.6700], [1.8538, -1.0487, 1.9201], [3.0894, -3.0558, 0.7626], [5.0783, -2.8338, -0.9564], [4.7450, -4.2188, -0.8003], [5.3011, -4.5507, -1.5918], [4.6145, -4.3396, 0.2444], [3.6020, -4.1838, -1.1961], [5.6355, -0.2632, -1.2479], [5.8843, 2.0585, -0.3032], [2.2411, 4.4608, 1.2188], [-0.1515, 4.3783, 1.0951], [-1.9920, 2.4003, -1.1280], [-3.2317, 3.9853, 0.0139], [-2.2278, 3.4744, 1.4330], [-3.4467, 0.3962, 2.0505], [-2.1455, 0.1722, -0.3877], [-1.5357, -2.0797, -0.3150], [-2.8772, -2.3829, 2.0341], [-1.7368, -1.2787, 2.6688], [-1.2144, -3.9003, 1.3802]], "forces_ev_per_a": [[1.85, 1.49, -4.96], [-0.25, -1.18, 3.46], [-2.76, -1.64, 0.16], [-0.11, -1.21, 0.23], [-1.11, 4.63, 9.48], [0.14, -0.10, -1.21], [4.05, 2.64, -6.34], [-2.43, -2.71, 6.03], [5.67, 0.28, 0.58], [-3.65, 9.19, -8.67], [-0.63, -10.06, 6.10], [2.81, 0.64, 0.25], [0.59, 0.53, 2.64], [-4.39, -1.39, -0.91], [-0.09, 0.68, -0.14], [1.76, -1.14, -2.32], [-0.67, 3.15, -2.27], [5.23, 5.00, -3.42], [-2.65, -1.75, -0.16], [-2.17, -0.54, -2.68], [1.25, 0.90, 3.33], [1.66, -1.13, -1.77], [-2.45, -2.99, 1.67], [7.23, -0.61, -2.47], [0.05, 0.65, 7.98], [-5.75, -1.75, -3.57], [1.54, 9.37, 7.62], [1.42, -9.32, -5.38], [8.65, -0.19, -2.62], [-5.45, 3.87, -0.66], [-1.67, -7.39, -1.71], [2.56, 2.46, 0.74], [-1.05, 1.86, 0.08], [-1.70, 2.14, 2.45], [5.42, 9.48, -0.77], [-3.28, -7.84, 0.17], [1.55, -0.38, 2.69], [4.73, -1.63, -8.30], [-0.45, 1.92, 2.40], [3.92, -5.45, -1.94], [-2.97, 6.09, 1.78], [14.02, -3.73, -10.36], [0.42, 0.00, 1.42], [-2.10, 4.08, 2.08], [-11.12, -2.49, 6.88], [-0.68, -2.10, 0.53], [-1.01, 4.22, 1.24], [-6.03, 4.84, -0.50], [1.83, -2.44, -0.88], [1.07, -1.80, 0.91], [2.06, -1.06, 0.68], [-1.75, -0.29, 1.44], [-4.47, -0.30, 0.47], [-1.33, -2.32, -1.23], [-0.05, 0.17, -0.07], [-2.86, -2.36, -3.72], [-1.51, 2.45, -0.13], [0.77, 1.52, 1.87], [-2.95, -2.27, 5.63], [-2.25, -0.86, 0.54], [-0.07, -3.05, -4.12], [0.07, -0.06, -0.36], [0.10, 0.74, -0.44], [1.43, 0.55, 0.57]], "charge": 1, "molar_mass_da": 429.54, "smiles": "CCC[NH+](CCC)CCCNc1ccc(C(=O)Nc2cccc(OC)c2)cc1[N+](=O)[O-]", "homo_energy_ev": -11.2}

***

ΔE to the lowest compared entry with this formula, charge and spin for the records above, in order: 149.06 471.81 kcal/mol
F_max for the records above, in order: 4.4 17.8 eV Å⁻¹